This record from the OMol25 dataset describes a structure of composition C22H38P2Ti. The level of theory is ωB97M-V/def2-TZVPD.

Each line ends with the Mulliken charge.
Geometry (Å):
P: -0.5301 2.0146 2.1948  1.639
P: 0.0014 0.4398 -1.9179  1.448
C: 0.2955 2.0472 0.5184  -1.550
C: -0.6509 1.6336 -0.6189  -0.710
H: 1.2407 1.4713 0.4943  0.234
H: 0.5809 3.1089 0.4242  0.599
H: -1.5867 1.1608 -0.2854  0.250
H: -0.9629 2.5261 -1.1848  0.587
C: 1.5623 1.5090 -2.3390  -2.141
H: 1.9118 1.2103 -3.3349  0.596
H: 2.3446 1.3205 -1.6022  0.374
H: 1.3077 2.5698 -2.3645  0.490
C: -0.6257 1.4551 -3.4517  -2.022
H: -0.4414 2.5305 -3.3396  0.604
H: -1.6949 1.3263 -3.6725  0.314
H: -0.0504 1.1211 -4.3293  0.383
C: 0.4148 3.2118 3.1590  -1.483
H: -0.1696 4.1244 3.2754  0.440
H: 1.3810 3.4454 2.6738  0.332
H: 0.5882 2.8243 4.1629  0.331
C: -2.1340 2.7471 1.7034  -1.489
H: -2.7349 2.0284 1.1231  0.369
H: -1.9373 3.6221 1.0616  0.457
H: -2.6935 3.0138 2.6093  0.428
Ti: 0.0098 -0.0832 2.1859  0.383
C: 1.0976 -1.5523 -3.9150  -0.742
C: 1.3744 -1.0437 -2.5296  -0.034
C: 1.2560 -1.9350 -1.2363  -0.331
C: -0.1613 -2.5339 -0.9553  0.005
C: -1.1091 -2.3767 -2.1170  -1.615
C: -1.3663 -0.9330 -2.6041  -0.420
C: -1.3891 -1.1196 -4.1407  -0.859
C: -0.0971 -1.8638 -4.4829  -0.822
C: -2.0295 -0.5722 2.3725  -1.456
H: 2.0056 -1.4732 -4.5689  0.263
H: 2.4145 -0.6387 -2.5003  1.043
H: 1.5336 -1.3213 -0.3420  -0.533
H: 2.0363 -2.7321 -1.2232  0.526
H: 0.0019 -3.6089 -0.7558  0.601
H: -0.6875 -2.1052 -0.0973  -0.266
H: -2.0852 -2.8398 -1.9551  0.580
H: -2.3393 -0.5774 -2.2088  0.618
H: -1.4499 -0.2362 -4.7784  0.439
H: -2.2882 -1.6866 -4.4467  0.435
H: -0.6575 -3.0049 -2.8703  0.344
H: -0.1717 -2.6798 -5.2038  0.363
H: -1.9926 -1.6847 2.3162  0.344
H: -2.6872 -0.1548 1.5941  0.458
H: -2.3836 -0.2778 3.3825  0.359
C: 2.4941 0.0396 1.7632  -1.243
C: 1.9363 -0.6962 2.8705  -0.021
C: 1.4139 -1.9957 2.6312  -0.130
C: 0.3314 -2.4531 3.3658  -0.683
C: -0.2368 -1.6726 4.3706  -0.316
C: 0.2302 -0.3795 4.6251  -0.522
C: 1.3965 0.0618 3.9688  -0.477
H: 2.9605 1.0057 1.9805  0.378
H: 2.9224 -0.5728 0.9642  0.561
H: 1.8173 -2.5471 1.7852  0.419
H: -0.1070 -3.4246 3.1740  0.412
H: -1.0466 -2.0732 4.9851  0.374
H: -0.2227 0.2741 5.3905  0.370
H: 1.8591 1.0060 4.2459  0.712

Forces on atoms 1 to 3 (eV/Å):
P -0.68 2.26 -0.72
P 1.76 1.21 -6.90
C 0.09 0.45 -0.44

Results
⟨S²⟩ ... 2.01
Highest occupied orbital energy (alpha / beta) ... -6.2 / -6.3 eV
Orbital gap (alpha / beta) ... 6.48 / 6.40 eV
ΔE to the lowest compared entry with this formula, charge and spin ... 83.72 kJ/mol
LUMO energy (alpha / beta) ... 0.3 / 0.1 eV
2S+1 ... 3